[1]
{"formula": "C26H59N9O3P2SSiTeY", "method": "ωB97M-V/def2-TZVPD", "species": ["Y", "N", "C", "C", "N", "C", "C", "N", "H", "H", "H", "H", "H", "H", "H", "H", "H", "H", "H", "H", "H", "C", "N", "C", "P", "O", "O", "P", "O", "N", "C", "C", "N", "C", "C", "N", "C", "C", "H", "H", "H", "H", "H", "H", "H", "H", "H", "H", "H", "H", "H", "H", "H", "H", "H", "H", "H", "H", "H", "H", "H", "H", "Te", "C", "C", "C", "C", "C", "C", "H", "H", "H", "H", "H", "C", "N", "C", "C", "N", "C", "S", "H", "H", "H", "H", "H", "H", "C", "Si", "C", "C", "C", "H", "H", "H", "H", "H", "H", "H", "H", "H", "H", "H"], "xyz": [[-0.57957, 0.15743, 0.77965], [-3.09517, 0.52598, 0.89132], [-3.53976, 1.87122, 1.26605], [-2.96141, 2.17218, 2.63717], [-1.49873, 2.00636, 2.64891], [-0.73967, 3.26217, 2.62853], [-0.36963, 3.64976, 1.21086], [0.47765, 2.59083, 0.65524], [-3.40334, 0.26920, -0.03933], [-3.49462, -0.16213, 1.52514], [-4.62878, 1.96824, 1.28701], [-3.15698, 2.56985, 0.51968], [-3.38701, 1.46298, 3.34941], [-3.24700, 3.17713, 2.96155], [-1.24038, 1.47868, 3.47626], [0.18216, 3.10202, 3.19160], [-1.28930, 4.07344, 3.11624], [0.11145, 4.63270, 1.20567], [-1.26911, 3.72019, 0.59432], [1.34418, 2.53175, 1.18399], [0.72664, 2.79062, -0.30766], [3.10045, -1.39006, -2.66680], [2.25272, -0.31264, -3.17910], [2.61662, 0.14825, -4.51804], [1.46339, 0.70655, -2.17745], [1.05177, 0.05261, -0.91226], [0.21791, 1.19473, -3.06468], [-1.34982, 1.27421, -2.63198], [-1.45425, 1.41648, -1.15381], [-1.99596, 2.57458, -3.36669], [-2.10548, 2.66228, -4.81966], [-2.12607, 3.85245, -2.67252], [-1.97403, -0.02358, -3.38940], [-3.42176, -0.22354, -3.28075], [-1.23915, -1.24244, -3.72789], [2.25221, 2.12746, -1.89504], [3.42190, 2.02265, -1.00823], [2.37960, 3.17317, -2.90774], [2.95401, -2.28450, -3.27348], [2.83385, -1.61646, -1.63896], [4.15509, -1.10256, -2.70188], [2.55002, -0.69002, -5.21287], [3.63903, 0.53601, -4.54450], [1.93413, 0.92369, -4.86093], [-1.95372, 1.68433, -5.26887], [-1.36383, 3.35719, -5.22295], [-3.09856, 3.02270, -5.09346], [-2.01751, 3.70385, -1.60198], [-3.11154, 4.27717, -2.87087], [-1.36989, 4.56434, -3.01603], [-3.91592, 0.71007, -3.01415], [-3.65509, -0.98100, -2.52802], [-3.81393, -0.55644, -4.24300], [-0.17677, -1.04155, -3.83000], [-1.61496, -1.61763, -4.68138], [-1.37750, -2.01093, -2.96662], [3.28084, 1.22990, -0.27306], [3.54959, 2.96803, -0.47859], [4.33696, 1.81878, -1.57318], [1.51180, 3.17975, -3.56317], [3.28242, 3.04686, -3.51285], [2.44163, 4.14123, -2.40758], [1.47794, -0.01214, 3.00644], [3.33950, -0.19500, 2.01214], [3.54021, -1.13661, 1.00432], [4.78298, -1.26752, 0.39657], [5.84034, -0.45098, 0.77207], [5.64857, 0.49201, 1.77473], [4.41104, 0.61280, 2.39407], [2.72609, -1.78927, 0.71085], [4.93229, -2.02551, -0.36420], [6.80926, -0.56036, 0.30237], [6.46798, 1.12729, 2.08770], [4.27636, 1.34371, 3.18179], [-3.26575, -1.79280, 6.38407], [-1.93123, -2.17890, 5.96609], [-1.01351, -2.88102, 6.73406], [0.09427, -3.03877, 5.98633], [-0.16422, -2.44396, 4.76909], [-1.39597, -1.90371, 4.75532], [-2.14483, -1.07598, 3.48248], [-3.60064, -2.47404, 7.16190], [-3.93495, -1.85257, 5.52997], [-3.26929, -0.77231, 6.76591], [-1.23879, -3.20089, 7.73529], [1.03325, -3.51074, 6.20947], [0.49468, -2.28949, 4.01408], [0.18374, -3.88908, 1.53278], [-0.72859, -3.52984, -0.07520], [0.51296, -3.51572, -1.50180], [-1.87623, -4.99180, -0.38468], [-1.59007, -1.89761, 0.02455], [0.60584, -4.89744, 1.53998], [-0.52402, -3.81504, 2.36381], [0.99372, -3.17694, 1.71681], [1.34819, -4.19772, -1.32048], [0.90969, -2.50815, -1.64174], [0.04331, -3.82664, -2.43952], [-1.32028, -5.92359, -0.51982], [-2.47662, -4.82946, -1.28427], [-2.56748, -5.13401, 0.45025], [-2.44187, -2.03578, 0.70503], [-2.01966, -1.68096, -0.96980]], "forces_ev_per_a": [[-0.74, 0.66, 0.17], [-0.05, -0.09, 0.03], [0.08, 0.00, -0.01], [0.01, 0.01, -0.01], [0.08, -0.02, -0.02], [0.03, -0.02, 0.00], [-0.03, -0.05, 0.03], [-0.01, 0.03, -0.13], [0.02, 0.03, -0.02], [-0.03, -0.01, -0.03], [-0.01, 0.01, 0.02], [-0.01, -0.01, -0.01], [0.01, 0.02, 0.02], [-0.01, 0.01, -0.01], [-0.06, -0.03, -0.01], [0.01, 0.01, 0.02], [-0.02, 0.00, -0.01], [0.02, 0.00, 0.01], [0.01, 0.02, 0.00], [0.00, -0.04, 0.03], [0.06, -0.01, 0.00], [0.01, 0.04, 0.03], [-0.01, -0.05, -0.03], [0.00, -0.04, 0.02], [0.02, 0.17, -0.10], [0.12, -0.27, 0.18], [-0.08, -0.02, -0.01], [0.13, 0.05, -0.21], [0.02, -0.14, 0.02], [0.04, 0.01, 0.05], [-0.01, 0.01, 0.02], [-0.02, -0.02, -0.01], [-0.04, -0.02, 0.15], [0.03, 0.01, -0.04], [-0.01, 0.02, -0.03], [-0.03, -0.01, 0.05], [0.00, 0.02, -0.04], [0.01, -0.01, 0.01], [-0.01, 0.00, 0.00], [0.01, 0.01, -0.04], [-0.01, 0.01, -0.01], [0.00, 0.00, 0.00], [0.00, 0.00, 0.00], [-0.01, 0.00, 0.00], [-0.01, 0.00, 0.00], [0.01, -0.01, 0.00], [0.00, 0.01, 0.00], [-0.01, 0.01, -0.01], [0.00, 0.00, -0.01], [0.01, -0.01, 0.00], [0.00, 0.00, 0.00], [0.01, 0.00, 0.01], [0.00, 0.00, 0.00], [0.01, -0.01, 0.00], [0.00, 0.00, -0.01], [0.00, 0.01, 0.00], [-0.02, 0.01, 0.00], [0.00, 0.00, 0.00], [-0.01, 0.00, 0.00], [0.00, 0.01, 0.01], [-0.01, -0.01, 0.00], [0.01, 0.00, 0.00], [0.35, -0.11, 0.09], [0.02, 0.09, 0.02], [0.04, -0.05, 0.07], [0.01, -0.02, -0.01], [-0.01, 0.04, 0.04], [-0.02, -0.03, -0.04], [-0.01, 0.05, -0.09], [-0.01, -0.01, -0.01], [-0.01, 0.02, 0.02], [0.00, 0.00, 0.00], [0.00, -0.01, -0.01], [0.00, -0.01, 0.01], [0.00, 0.01, 0.01], [-0.02, -0.07, -0.03], [-0.07, 0.03, 0.02], [0.03, 0.04, -0.06], [-0.09, -0.06, 0.14], [0.11, -0.17, 0.11], [0.04, 0.16, -0.08], [0.01, 0.00, 0.00], [-0.01, -0.01, 0.00], [0.01, 0.00, -0.01], [0.00, 0.00, -0.01], [-0.01, -0.01, -0.01], [0.05, 0.01, -0.04], [-0.03, -0.02, -0.02], [-0.01, -0.01, -0.01], [0.01, 0.01, 0.01], [-0.02, 0.03, 0.03], [0.15, -0.21, -0.27], [0.00, 0.02, -0.01], [0.01, -0.01, 0.00], [-0.01, 0.01, 0.00], [0.00, 0.02, 0.00], [-0.02, -0.05, 0.00], [0.00, 0.01, 0.01], [0.00, 0.01, 0.01], [0.00, -0.01, 0.01], [0.00, 0.00, -0.01], [0.00, 0.01, 0.00], [-0.02, 0.00, 0.03]], "mulliken_charge": [-0.58, -0.46, 0.06, -1.18, 0.18, -1.27, 0.03, -0.08, 0.15, 0.37, 0.59, -0.21, 0.38, 0.37, 0.23, 0.40, 0.40, 0.55, -0.15, 0.23, -0.28, -0.37, 1.07, -1.00, -1.02, 1.93, -0.08, -1.20, 0.74, 0.43, -1.09, -0.80, 0.40, -1.06, -0.52, 0.95, -1.09, -1.10, 0.32, -0.45, 0.36, 0.39, 0.31, 0.19, 0.32, 0.34, 0.33, 0.01, 0.33, 0.29, 0.36, 0.24, 0.39, 0.00, 0.36, 0.10, 0.07, 0.39, 0.31, 0.21, 0.26, 0.35, -0.12, -0.04, 0.08, -0.30, -0.78, -0.63, -0.41, -0.04, 0.53, 0.42, 0.40, 0.41, -0.89, 0.20, -0.26, -0.65, 0.46, -0.36, -0.29, 0.34, 0.33, 0.28, 0.43, 0.46, -0.11, -0.64, 0.06, -0.98, -1.18, 0.28, 0.41, 0.07, -0.04, 0.55, -0.10, 0.44, 0.33, 0.33, 0.29, 0.53, -0.50], "de_lowest_kcal_mol": 0.0, "e_homo_ev": -9.19, "lumo_ev": -1.7, "charge": 1, "orbital_gap_ev": 7.5}

[2]
{"formula": "C26H60N10O24", "method": "ωB97M-V/def2-TZVPD", "species": ["C", "C", "O", "C", "C", "C", "C", "C", "C", "C", "C", "C", "C", "C", "C", "O", "C", "C", "O", "O", "H", "H", "H", "H", "H", "H", "H", "H", "H", "H", "H", "H", "H", "H", "H", "H", "H", "H", "H", "H", "H", "H", "H", "H", "H", "H", "H", "H", "H", "H", "C", "N", "O", "O", "H", "H", "H", "C", "N", "O", "O", "H", "H", "H", "C", "N", "O", "O", "H", "H", "H", "C", "N", "O", "O", "H", "H", "H", "C", "N", "O", "O", "H", "H", "H", "C", "N", "O", "O", "H", "H", "H", "C", "N", "O", "O", "H", "H", "H", "C", "N", "O", "O", "H", "H", "H", "C", "N", "O", "O", "H", "H", "H", "C", "N", "O", "O", "H", "H", "H"], "xyz": [[-2.61677, 5.10111, -2.86036], [-2.32756, 4.00093, -3.88359], [-0.99603, 3.52377, -3.88621], [-0.51412, 3.11901, -2.61714], [0.57652, 2.06343, -2.83780], [1.72526, 2.09798, -1.80198], [2.00528, 0.70707, -1.16081], [1.95251, 0.65270, 0.37695], [1.18084, -0.53594, 0.95211], [0.48947, -0.24998, 2.32093], [-1.02845, -0.11235, 1.99063], [-1.67349, 1.02233, 2.80824], [-2.77773, 1.87892, 2.14828], [-4.00747, 2.06674, 3.06613], [-5.24175, 2.33263, 2.22599], [-6.29184, 2.87434, 3.01138], [-7.29183, 3.49467, 2.21344], [-0.91349, 0.00643, 0.48265], [-1.44638, 0.74784, -0.29750], [0.04999, -0.90395, 0.10304], [-3.41950, 5.74238, -3.23044], [-2.96793, 4.66324, -1.92526], [-1.73704, 5.71915, -2.68174], [-2.99548, 3.15255, -3.66768], [-2.55856, 4.33637, -4.89514], [-0.07702, 3.98192, -2.09701], [-1.30980, 2.69844, -1.99549], [0.09070, 1.08690, -2.86974], [0.97107, 2.27794, -3.83538], [1.45188, 2.79652, -1.00669], [2.62168, 2.45418, -2.30715], [3.00313, 0.39372, -1.48145], [1.30438, 0.00362, -1.59932], [2.97558, 0.58299, 0.75708], [1.54338, 1.58024, 0.78856], [1.78450, -1.43919, 1.02771], [0.92952, 0.65867, 2.73010], [0.72416, -1.06470, 3.00044], [-1.42042, -1.08887, 2.27724], [-2.12562, 0.53811, 3.67821], [-0.90364, 1.67955, 3.21162], [-3.12642, 1.45905, 1.20627], [-2.35839, 2.87134, 1.96709], [-4.15178, 1.14109, 3.63205], [-3.86166, 2.87695, 3.78128], [-5.58707, 1.41286, 1.73437], [-4.97702, 3.04180, 1.42781], [-8.27241, 3.35637, 2.66856], [-7.06209, 4.55929, 2.12579], [-7.32544, 3.05756, 1.20973], [-0.19710, -4.82458, 3.94889], [0.40486, -3.61605, 4.57791], [-0.27372, -2.60472, 4.61248], [1.53150, -3.69642, 5.00965], [-1.19239, -4.55413, 3.62371], [0.42809, -5.11223, 3.11452], [-0.21843, -5.61090, 4.69670], [-5.29658, 4.23649, 6.09021], [-3.84249, 4.23708, 6.42008], [-3.51672, 4.24087, 7.58384], [-3.07274, 4.23342, 5.47927], [-5.85285, 4.23811, 7.01936], [-5.49815, 5.12850, 5.50345], [-5.49976, 3.34734, 5.50006], [4.61347, -6.92058, 4.29563], [3.47268, -6.49361, 3.44142], [3.69829, -6.21773, 2.28288], [2.37962, -6.44035, 3.96441], [5.51251, -6.91557, 3.70194], [4.67732, -6.21422, 5.11773], [4.38195, -7.91637, 4.66196], [-1.62314, -3.56312, -0.76041], [-1.12928, -4.81533, -0.12875], [-0.85261, -4.76655, 1.05406], [-1.03544, -5.79624, -0.82774], [-1.63246, -2.79215, -0.00257], [-0.94178, -3.30898, -1.56593], [-2.61899, -3.76236, -1.14473], [-4.35799, 1.17175, -5.68201], [-5.35334, 2.18937, -5.24897], [-6.00281, 2.75211, -6.10385], [-5.44503, 2.39267, -4.05710], [-4.38775, 1.10187, -6.76203], [-3.38125, 1.50068, -5.33794], [-4.63040, 0.23101, -5.21410], [9.81824, -6.43008, 3.82070], [8.33425, -6.45803, 3.90645], [7.74347, -5.40547, 3.99479], [7.80516, -7.55265, 3.87848], [10.14191, -5.39731, 3.85334], [10.20121, -6.99698, 4.66351], [10.09693, -6.89975, 2.88339], [10.69130, -8.63495, -0.81477], [11.06538, -7.89128, 0.41863], [10.74800, -6.72307, 0.49867], [11.66210, -8.50752, 1.27391], [10.16626, -7.95577, -1.47473], [11.61072, -8.99875, -1.26248], [10.06120, -9.46467, -0.51032], [-3.59565, 7.05437, 3.08188], [-5.06331, 6.87157, 2.94272], [-5.48538, 6.21537, 2.01733], [-5.75253, 7.36761, 3.80961], [-3.10092, 6.54926, 2.26335], [-3.39125, 8.12030, 3.07851], [-3.33250, 6.61327, 4.03942], [1.20577, 0.40770, -6.19322], [-0.27597, 0.30163, -6.13400], [-0.91062, 1.33320, -6.18395], [-0.75764, -0.80737, -6.03166], [1.46633, 1.45305, -6.26691], [1.59191, -0.03315, -5.27854], [1.54130, -0.15031, -7.06198], [1.20260, 2.87963, -10.16080], [1.98735, 2.23231, -9.07509], [2.46126, 1.13625, -9.28679], [2.09154, 2.84750, -8.03671], [1.19309, 2.21523, -11.01589], [0.20273, 3.05118, -9.77379], [1.68871, 3.82244, -10.39068]], "forces_ev_per_a": [[-0.20, -0.08, -0.20], [-0.33, -0.35, 0.36], [-0.03, 0.15, -0.08], [0.41, -0.11, -0.02], [-0.05, 0.47, -0.19], [-0.59, -0.65, 0.14], [0.46, 0.37, -0.37], [0.07, -0.12, -0.17], [-0.53, -0.71, 0.47], [0.88, -0.15, -0.48], [1.33, 0.76, 0.64], [-0.67, -0.25, -0.04], [-0.20, 0.11, 0.66], [0.02, -0.46, -0.21], [0.05, 0.42, -0.11], [-0.04, -0.20, 0.07], [0.14, 0.07, -0.10], [-0.50, -0.09, -0.18], [0.09, -0.60, 0.30], [0.15, 0.83, -0.26], [0.04, -0.01, 0.03], [0.19, 0.13, 0.10], [0.00, 0.02, -0.01], [-0.02, 0.11, -0.04], [0.27, 0.03, -0.04], [-0.12, 0.00, 0.04], [-0.09, 0.08, 0.00], [0.11, -0.07, -0.01], [0.01, -0.13, 0.03], [0.18, 0.11, -0.07], [0.04, 0.21, 0.22], [-0.09, -0.14, 0.03], [-0.04, -0.14, 0.17], [-0.10, 0.07, 0.18], [-0.14, -0.01, -0.12], [0.12, 0.10, -0.23], [-0.25, 0.08, 0.15], [-0.31, 0.07, 0.16], [-0.51, 0.07, -0.44], [0.17, 0.03, 0.06], [0.07, -0.03, -0.11], [0.21, 0.00, -0.05], [-0.10, -0.07, -0.44], [-0.10, 0.08, 0.12], [0.05, -0.04, -0.10], [0.05, -0.01, -0.01], [-0.04, 0.03, 0.04], [0.09, 0.00, 0.16], [-0.19, -0.07, -0.09], [-0.01, -0.02, 0.06], [-0.19, 0.09, 0.10], [-0.11, 0.00, -0.05], [-0.08, 0.08, -0.03], [0.11, -0.04, 0.04], [-0.01, 0.01, -0.01], [0.10, -0.06, 0.03], [0.14, 0.00, 0.01], [-0.05, -0.03, 0.13], [-0.27, 0.01, 0.00], [0.05, -0.02, 0.10], [0.19, 0.15, -0.10], [0.03, 0.02, 0.03], [0.01, -0.02, -0.06], [0.01, 0.04, -0.13], [-0.05, -0.01, -0.03], [0.05, 0.05, 0.02], [0.04, 0.02, -0.09], [-0.07, -0.14, 0.05], [0.07, 0.01, -0.07], [-0.04, -0.02, 0.03], [-0.04, 0.03, 0.06], [-0.08, 0.11, 0.02], [-0.02, 0.18, 0.02], [0.01, -0.08, 0.03], [0.00, -0.11, -0.07], [0.03, 0.01, 0.00], [-0.02, -0.03, -0.04], [0.03, -0.06, -0.07], [0.07, -0.01, -0.10], [0.06, -0.07, -0.05], [-0.05, 0.06, -0.08], [-0.03, 0.01, 0.13], [-0.03, 0.03, -0.01], [0.01, -0.04, 0.03], [0.03, 0.02, 0.07], [0.07, 0.12, 0.00], [0.13, -0.07, -0.01], [-0.08, 0.10, 0.03], [0.02, -0.06, 0.00], [-0.04, 0.02, 0.00], [-0.02, -0.07, -0.03], [0.04, -0.04, 0.03], [-0.05, 0.07, -0.10], [-0.02, -0.03, -0.06], [-0.07, 0.10, -0.01], [0.04, -0.08, 0.09], [0.00, 0.03, 0.02], [0.01, -0.06, 0.04], [0.05, -0.04, 0.02], [0.10, -0.08, -0.02], [-0.06, -0.14, 0.13], [0.15, 0.06, -0.21], [-0.08, 0.11, 0.12], [-0.03, -0.05, -0.07], [-0.05, 0.01, 0.06], [0.10, 0.04, 0.00], [0.04, -0.03, 0.12], [0.06, 0.10, 0.06], [-0.15, 0.06, -0.12], [-0.02, -0.12, 0.02], [0.00, 0.06, -0.02], [-0.01, -0.09, -0.03], [0.01, -0.05, 0.02], [-0.01, -0.06, -0.12], [-0.07, 0.04, -0.04], [0.02, -0.11, -0.02], [0.07, 0.14, 0.05], [0.02, -0.02, 0.01], [0.02, 0.05, 0.04], [-0.03, 0.04, 0.05]], "mulliken_charge": [-1.22, -0.14, -0.41, -0.56, 0.19, -0.98, -0.84, -1.32, 0.17, -1.24, 1.15, -1.32, -0.76, 0.33, -0.83, -0.30, -0.71, 0.33, -0.59, -0.51, 0.42, 0.20, 0.30, 0.15, 0.49, 0.20, 0.19, 0.36, -0.01, 0.46, 0.40, 0.55, 0.41, 0.48, 0.44, 0.72, 0.46, -0.03, 0.25, 0.48, 0.39, 0.48, 0.26, 0.37, -0.43, 0.34, 0.47, 0.26, 0.21, 0.34, -0.74, 0.97, -0.56, -0.55, 0.32, 0.31, 0.28, -0.59, 0.96, -0.56, -0.58, 0.30, 0.15, 0.30, -0.69, 0.90, -0.56, -0.49, 0.27, 0.29, 0.28, -0.46, 0.95, -0.52, -0.57, -0.05, 0.31, 0.33, -0.50, 0.94, -0.57, -0.51, 0.30, 0.06, 0.28, -0.39, 0.89, -0.52, -0.53, 0.30, 0.29, -0.01, -0.72, 0.81, -0.51, -0.49, 0.31, 0.28, 0.29, -0.66, 0.92, -0.55, -0.54, 0.28, 0.30, 0.22, -0.78, 1.03, -0.50, -0.62, 0.31, 0.25, 0.31, -0.74, 0.91, -0.54, -0.51, 0.31, 0.29, 0.28], "smiles": "CCOCCCCC[C@H]1C[C@@H](CCCCOC)C(=O)O1.C[N+](=O)[O-].C[N+](=O)[O-].C[N+](=O)[O-].C[N+](=O)[O-].C[N+](=O)[O-].C[N+](=O)[O-].C[N+](=O)[O-].C[N+](=O)[O-].C[N+](=O)[O-].C[N+](=O)[O-]", "e_homo_ev": -9.23, "lumo_ev": -0.2, "orbital_gap_ev": 9.0}